Record 1
ORCA calculation (wB97M-V/def2-TZVPD) on a 15-piece molecular cluster, C23H79N25O15 overall in a non-equilibrium geometry.

Geometry as ORCA input:
```
! wB97M-V def2-TZVPD RIJCOSX def2/J DEFGRID3
* xyz 0 1
C -0.091 1.426 5.632
O -0.233 0.206 5.758
N 1.067 1.981 5.229
N -1.041 2.309 6.016
H 1.062 2.952 4.982
H 1.726 1.319 4.846
H -1.845 1.893 6.456
H -0.939 3.304 6.078
C -1.195 5.537 4.718
O -2.255 6.146 4.770
N -0.295 5.466 5.721
N -0.788 4.950 3.559
H 0.631 5.139 5.506
H -0.408 5.952 6.591
H 0.064 4.450 3.394
H -1.454 5.008 2.804
C -1.163 -4.112 2.113
O -2.163 -3.500 1.769
N -0.902 -4.426 3.423
N -0.120 -4.419 1.317
H 0.010 -4.809 3.596
H -1.526 -4.382 4.203
H 0.701 -4.849 1.701
H -0.004 -4.058 0.388
C 3.902 0.588 3.378
O 3.478 1.652 3.828
N 4.086 -0.513 4.150
N 4.210 0.433 2.060
H 4.834 -1.157 3.947
H 3.993 -0.266 5.124
H 4.537 -0.463 1.747
H 4.172 1.210 1.426
C -0.380 5.297 0.563
O -1.573 5.615 0.464
N 0.493 6.081 1.256
N 0.167 4.186 0.038
H 0.284 6.954 1.699
H 1.416 5.685 1.272
H 1.156 4.024 -0.016
H -0.442 3.619 -0.550
C 0.617 -2.969 -5.200
O -0.561 -2.605 -5.232
N 1.034 -4.243 -5.415
N 1.640 -2.137 -4.849
H 0.353 -4.738 -5.973
H 2.006 -4.452 -5.327
H 2.495 -2.625 -4.670
H 1.423 -1.261 -4.378
C -3.887 -1.397 -5.549
O -5.025 -0.945 -5.424
N -3.475 -2.107 -6.623
N -3.023 -1.287 -4.507
H -4.161 -2.558 -7.199
H -2.532 -2.461 -6.601
H -2.091 -1.673 -4.495
H -3.340 -0.786 -3.699
C -2.769 3.189 -1.689
O -1.570 2.882 -1.895
N -3.190 3.621 -0.496
N -3.646 3.065 -2.679
H -4.113 3.911 -0.228
H -2.429 3.862 0.127
H -4.529 3.540 -2.600
H -3.378 2.633 -3.544
C 1.125 1.675 -4.272
O 0.614 0.562 -4.143
N 1.809 2.079 -5.370
N 0.793 2.705 -3.464
H 2.030 1.383 -6.064
H 2.278 2.961 -5.450
H 1.117 3.645 -3.574
H 0.066 2.422 -2.813
C 4.006 0.676 -1.401
O 5.150 0.810 -0.947
N 3.577 -0.499 -1.916
N 3.141 1.704 -1.574
H 2.607 -0.667 -2.185
H 4.133 -1.266 -1.541
H 3.549 2.540 -1.185
H 2.279 1.611 -2.073
C -3.209 1.403 2.731
O -4.327 1.904 2.773
N -2.345 1.667 1.722
N -2.704 0.642 3.737
H -1.415 1.268 1.773
H -2.635 2.170 0.900
H -1.823 0.159 3.762
H -3.298 0.504 4.535
C -4.965 -0.770 -1.541
C -6.028 -1.272 -0.576
C -5.505 -1.175 0.875
O -6.441 -1.835 1.702
C -5.846 -2.007 3.019
N -7.206 -0.402 -0.649
H -4.112 -1.446 -1.524
H -4.777 0.286 -1.341
H -5.345 -0.740 -2.568
H -6.389 -2.291 -0.736
H -5.224 -0.179 1.231
H -4.548 -1.712 0.816
H -5.908 -0.978 3.382
H -4.830 -2.397 3.086
H -6.480 -2.658 3.618
H -7.686 -0.558 -1.533
H -7.980 -0.593 -0.023
C 8.166 -3.509 0.385
C 7.017 -2.741 -0.220
C 5.675 -3.440 -0.227
O 4.638 -2.916 -1.025
C 3.490 -3.721 -0.947
N 6.811 -1.444 0.472
H 9.114 -2.973 0.340
H 8.346 -4.383 -0.248
H 7.994 -3.833 1.411
H 7.176 -2.477 -1.273
H 5.426 -3.686 0.813
H 5.987 -4.424 -0.611
H 2.747 -3.287 -1.624
H 3.037 -3.564 0.038
H 3.627 -4.761 -1.245
H 5.945 -1.017 0.157
H 7.488 -0.763 0.143
C -1.346 -0.257 -1.072
C 0.146 -0.249 -0.988
C 0.592 -0.543 0.458
O 0.106 0.466 1.371
C 1.140 1.290 1.903
N 0.675 -1.295 -1.873
H -1.701 0.025 -2.067
H -1.697 0.506 -0.378
H -1.883 -1.195 -0.917
H 0.592 0.716 -1.238
H 1.681 -0.613 0.512
H 0.181 -1.541 0.634
H 1.790 0.760 2.601
H 0.579 2.039 2.464
H 1.788 1.772 1.166
H 0.326 -1.110 -2.804
H 0.252 -2.168 -1.577
O -0.998 -3.921 -2.565
H -0.988 -3.521 -3.450
H -0.189 -4.442 -2.529
*
```

The molar mass comes out at 946.04 g mol⁻¹. As for the gap between HOMO and LUMO: 0.29435 Ha. The total energy comes out at -3421.6314 Eh. The HOMO energy is -0.3014 Eh.

=====

Record 2
ORCA calculation (wB97M-V/def2-TZVPD) on C23H35AlBr3Cl4F3N7O9 as an isolated structure in a non-equilibrium geometry.

Geometry as ORCA input:
```
! wB97M-V def2-TZVPD RIJCOSX def2/J DEFGRID3
* xyz 1 1
C -2.439 1.979 -3.535
C -3.073 0.627 -4.139
Cl -2.077 -0.771 -3.490
C -4.620 0.568 -3.676
N -5.386 1.707 -4.267
C -5.089 2.367 -5.531
N -5.991 3.459 -5.803
C -6.834 3.392 -4.619
N -7.861 4.277 -4.430
N -6.450 2.265 -3.660
C -7.103 1.877 -2.293
C -8.718 1.816 -2.403
O -9.477 2.690 -1.965
O -9.264 0.676 -3.093
H -1.882 2.560 -4.345
H -1.673 1.706 -2.723
H -3.226 2.653 -3.037
H -2.949 0.638 -5.274
H -4.658 0.685 -2.532
H -5.110 -0.417 -3.999
H -4.268 2.201 -6.296
H -7.819 4.818 -3.550
H -8.628 4.420 -5.109
H -6.795 2.631 -1.476
H -6.774 0.842 -1.932
H -9.839 1.087 -3.789
C 1.484 -1.777 -1.926
C 0.976 -0.575 -1.180
O 0.392 0.335 -1.736
N 1.185 -0.516 0.177
C 1.849 -1.480 1.027
H 1.241 -1.674 -2.984
H 2.570 -1.852 -1.827
H 1.005 -2.684 -1.548
H 0.811 0.325 0.603
H 1.140 -1.806 1.788
H 2.699 -0.978 1.518
H 2.210 -2.343 0.472
F -6.455 2.874 0.468
Al 3.282 0.686 1.175
Cl 6.173 -2.514 1.332
C 5.844 -4.251 1.101
C 4.367 -4.540 0.923
Cl 3.441 -4.256 2.420
H 6.258 -4.789 1.955
H 6.391 -4.559 0.207
H 4.225 -5.589 0.659
H 3.930 -3.927 0.133
Cl -6.193 4.140 -2.616
C -2.210 -2.628 2.516
Br -2.898 -2.197 0.755
Br -0.636 -3.758 2.415
Br -1.885 -1.035 3.575
H -2.981 -3.200 3.029
C 2.252 -2.103 5.479
C 2.433 -1.356 6.762
O 3.483 -0.454 6.465
C 3.383 -0.207 5.134
O 3.925 0.706 4.574
O 2.586 -1.119 4.508
F 2.841 -2.181 7.751
H 2.935 -2.952 5.386
H 1.230 -2.459 5.344
H 1.550 -0.798 7.087
C 9.952 -5.097 4.092
C 11.075 -4.479 4.460
C 11.064 -3.072 4.913
O 12.087 -2.508 5.247
C 9.759 -2.376 4.942
C 8.636 -2.994 4.574
C 8.648 -4.401 4.122
O 7.621 -4.966 3.787
H 9.942 -6.126 3.757
H 12.038 -4.975 4.445
H 9.769 -1.346 5.277
H 7.673 -2.499 4.589
F -9.826 5.558 -3.991
C -3.019 6.916 -2.778
O -2.694 6.711 -1.619
N -2.483 7.915 -3.523
N -3.947 6.161 -3.422
H -2.737 8.100 -4.476
H -1.791 8.497 -3.080
H -4.370 5.408 -2.900
H -4.228 6.312 -4.374
*
```

The molar mass comes out at 1019.07 g mol⁻¹. As for the gap between HOMO and LUMO: 0.12507 Ha. The total energy comes out at -12061.9491 Eh. The HOMO energy is -0.3682 Eh.